(1)
Formula: C3H7NO2
Source: OMol25
Level of theory: wB97M-V/def2-TZVPD

Geometry (Å):
C (-0.194, 0.382, 2.358)
N (-1.488, 0.419, 2.224)
C (-0.827, -0.427, -0.553)
C (0.549, -0.555, -0.972)
O (1.407, -1.059, -0.240)
O (1.221, 0.584, -3.413)
H (0.368, 0.085, 1.462)
H (0.235, 0.667, 3.334)
H (-1.235, -0.631, 2.328)
H (1.759, 1.020, -4.093)
H (-1.396, -1.180, -0.031)
H (-1.272, 0.555, -0.588)
H (0.873, 0.140, -1.815)

Atoms 1-3, force components in eV/Å:
C -0.85 1.01 -0.05
N 0.28 -0.33 1.71
C -0.25 -0.39 -0.11

Values from the calculation:
LUMO level (alpha / beta) (eV): 3.11 / 2.97
Expectation value of S²: 0.760
E_HOMO (alpha / beta) (eV): -2.99 / -2.90
E (Ha): -323.5070
Charge: -1
Relative energy (zero: lowest compared OMol25 entry of this formula, charge and spin) (kcal/mol): 141.79
Spin multiplicity: 2
Max |F| (eV Å⁻¹): 2.4

***

(2)
Formula: C3H7NO2
Source: OMol25
Level of theory: wB97M-V/def2-TZVPD

Geometry (Å):
C (0.073, 0.981, -1.712)
C (-1.110, 0.399, -1.080)
O (0.058, -0.391, -1.325)
H (0.710, 1.630, -1.110)
H (0.098, 1.139, -2.789)
H (-1.290, 0.635, -0.034)
H (-1.975, 0.129, -1.682)
N (1.382, -0.669, 1.182)
C (0.731, 0.133, 2.047)
O (-0.142, 0.935, 1.745)
H (1.061, -0.696, 0.211)
H (2.054, -1.338, 1.521)
H (1.069, 0.010, 3.092)

Atoms 1-3, force components in eV/Å:
C -0.02 0.25 -0.11
C -0.35 0.19 0.00
O 0.13 -0.20 0.00

Values from the calculation:
LUMO level (eV): 1.06
SMILES: C1CO1.NC=O
E_HOMO (eV): -9.94
E (Ha): -323.7068
Relative energy (zero: lowest compared OMol25 entry of this formula, charge and spin) (kcal/mol): 46.56
Spin multiplicity: 1
Max |F| (eV Å⁻¹): 0.7

***

(3)
Formula: C3H7NO2
Source: OMol25
Level of theory: wB97M-V/def2-TZVPD

Geometry (Å):
C (0.723, 0.249, 0.911)
C (1.738, -0.521, 0.148)
O (-0.500, 0.941, -0.312)
H (-0.715, 1.875, -0.472)
H (0.193, -0.287, 1.684)
H (1.021, 1.247, 1.216)
H (1.990, -0.012, -0.784)
H (2.678, -0.514, 0.716)
H (1.411, -1.533, -0.067)
O (-2.411, 0.262, -1.416)
C (-1.812, -0.089, -0.243)
N (-1.794, -1.032, 0.498)
H (-2.522, -0.586, -1.878)

Atoms 1-3, force components in eV/Å:
C -0.67 2.18 -1.06
C -0.15 0.34 -0.64
O 1.73 -1.40 1.41

Values from the calculation:
LUMO level (eV): 0.23
E_HOMO (eV): -8.18
E (Ha): -323.5916
Relative energy (zero: lowest compared OMol25 entry of this formula, charge and spin) (kcal/mol): 118.82
Spin multiplicity: 1
Max |F| (eV Å⁻¹): 3.2

***

(4)
Formula: C3H7NO2
Source: OMol25
Level of theory: wB97M-V/def2-TZVPD

Geometry (Å):
C (1.744, -0.174, -0.078)
C (0.528, 0.232, -0.905)
N (-0.610, 0.633, -0.082)
C (-1.381, -0.289, 0.532)
O (-1.329, -1.480, 0.326)
O (-2.230, 0.276, 1.433)
H (2.542, -0.449, -0.771)
H (1.483, -1.061, 0.490)
H (2.078, 0.622, 0.584)
H (0.230, -0.619, -1.517)
H (0.723, 1.072, -1.566)
H (-0.842, 1.609, 0.005)
H (-2.938, -0.373, 1.548)

Atoms 1-3, force components in eV/Å:
C -0.19 -0.03 -0.56
C -0.27 0.01 0.22
N 0.12 0.10 -0.01

Values from the calculation:
LUMO level (eV): 0.82
SMILES: CCNC(=O)O
E_HOMO (eV): -9.90
E (Ha): -323.7791
Relative energy (zero: lowest compared OMol25 entry of this formula, charge and spin) (kcal/mol): 1.18
Spin multiplicity: 1
Max |F| (eV Å⁻¹): 0.6

***

(5)
Formula: C3H7NO2
Source: OMol25
Level of theory: wB97M-V/def2-TZVPD

Geometry (Å):
N (1.019, 1.707, -0.132)
C (0.622, 0.361, -0.223)
O (1.348, -0.304, -1.209)
C (0.297, -0.343, 1.063)
C (-0.775, -0.205, 0.020)
O (-1.082, -1.435, -0.604)
H (0.987, 2.157, 0.766)
H (0.921, 2.298, -0.939)
H (0.739, -0.961, -1.580)
H (0.197, 0.236, 1.978)
H (0.704, -1.343, 1.180)
H (-1.626, 0.449, 0.210)
H (-1.766, -1.294, -1.269)

Atoms 1-3, force components in eV/Å:
N 0.00 0.07 -0.01
C -0.10 -0.03 0.25
O -0.10 -0.21 -0.07

Values from the calculation:
LUMO level (eV): 0.71
SMILES: N[C@@]1(O)C[C@@H]1O
E_HOMO (eV): -8.41
E (Ha): -323.6946
Relative energy (zero: lowest compared OMol25 entry of this formula, charge and spin) (kcal/mol): 54.18
Spin multiplicity: 1
Max |F| (eV Å⁻¹): 0.3

***

(6)
Formula: C3H7NO2
Source: OMol25
Level of theory: wB97M-V/def2-TZVPD

Geometry (Å):
C (-1.799, 0.779, 0.672)
O (-0.482, 0.305, 0.995)
C (0.385, 0.277, 0.006)
O (0.165, 0.945, -1.096)
C (1.609, -0.516, 0.123)
N (0.986, -1.202, -1.016)
H (-2.376, 0.662, 1.590)
H (-2.228, 0.178, -0.133)
H (-1.763, 1.826, 0.369)
H (1.655, -1.088, 1.052)
H (2.561, -0.014, -0.084)
H (0.746, -2.170, -0.833)
H (0.542, 0.018, -1.645)

Atoms 1-3, force components in eV/Å:
C -0.23 0.08 -0.01
O 0.24 -0.01 -0.19
C -0.03 0.13 0.20

Values from the calculation:
LUMO level (eV): 0.92
E_HOMO (eV): -8.20
E (Ha): -323.6354
Relative energy (zero: lowest compared OMol25 entry of this formula, charge and spin) (kcal/mol): 91.37
Spin multiplicity: 1
Max |F| (eV Å⁻¹): 0.5